ORCA calculation (wB97M-V/def2-TZVPD) on a structure of composition C30H30BrHfN7O2S.

```
72
Properties=species:S:1:pos:R:3:forces:R:3
Hf -1.0855 0.3304 0.0054 0.37 -0.46 0.13
Br -1.9695 0.8637 2.9873 -0.08 0.08 -0.18
S -4.8720 3.2892 -0.1607 -0.27 0.15 0.04
O -3.4739 -1.0243 -3.2605 -0.05 -0.18 -0.08
O -4.7063 -1.1703 -0.6664 -0.11 -0.09 -0.10
N 2.8377 -0.7623 -2.0869 0.06 -0.17 -0.08
N -1.8200 -1.6548 1.2418 -0.17 0.38 -0.59
N 2.1731 -2.0782 -0.2982 0.04 -0.18 0.01
N -2.4627 -0.7953 -1.1775 -0.90 0.04 -0.41
N 0.7401 -0.4330 -1.1423 -0.53 0.10 0.28
N -1.1506 1.3491 -2.2022 0.24 -0.45 0.08
N -2.7329 1.9722 0.0575 0.37 0.15 0.48
C 2.1519 1.3006 2.9484 0.13 0.05 -0.02
C -3.3865 -3.4811 2.6282 0.00 -0.04 0.06
C 1.4575 2.1270 0.3844 0.09 -0.01 0.17
C 2.8049 -3.3360 -0.7319 0.00 0.16 0.13
C 3.1124 1.9150 2.1065 0.07 0.01 0.06
C 0.8215 1.1689 2.4738 -0.02 0.06 0.05
C 4.2802 -0.8611 -1.8241 -0.22 -0.09 -0.04
C 1.5460 0.3996 5.1140 -0.10 -0.05 0.06
C -1.6746 0.4800 -3.0831 -0.28 -0.28 0.28
C -3.9602 1.9055 -0.4216 0.13 -0.10 -0.13
C -0.4427 2.3814 -2.6912 -0.16 -0.04 0.07
C -2.5079 3.1962 0.6873 -0.11 -0.30 -0.31
C 0.4716 1.4872 1.1177 0.40 0.67 0.36
C -0.1997 2.5268 -4.0438 0.02 0.04 -0.11
C 0.1906 0.3574 4.7097 0.14 -0.02 0.15
C 2.4812 0.0140 -3.2651 -0.01 -0.03 0.03
C 2.7578 2.3774 0.8714 0.03 0.01 -0.05
C -3.5362 -1.3047 -0.4304 0.36 -0.10 -0.32
C -3.5683 4.0278 0.6597 -0.08 0.14 -0.03
C -3.8768 -2.8646 1.4889 -0.10 -0.06 0.03
C 1.8956 -1.0921 -1.1727 0.14 0.12 -0.03
C -2.1080 -3.1601 3.0634 -0.03 -0.11 0.12
C -1.3685 -2.2344 2.3600 0.10 0.08 0.02
C 2.4928 0.8811 4.2612 0.09 0.04 -0.04
C -2.6486 -0.5399 -2.5421 0.06 0.01 0.40
C 1.3406 -2.2003 0.8796 0.10 -0.08 -0.11
C -0.1215 0.7330 3.4411 -0.05 0.02 0.00
C -0.6797 1.5663 -4.9296 0.06 0.07 -0.04
C -3.0586 -1.9791 0.8224 0.19 0.02 0.03
C -1.4490 0.5220 -4.4387 0.10 0.44 -0.21
H 1.4837 -0.2523 -3.6154 0.02 0.00 0.03
H 3.6387 -3.5938 -0.0798 -0.01 0.04 0.01
H -4.8669 -3.0561 1.0958 0.04 0.00 0.04
H 1.8504 -2.8312 1.6047 0.04 -0.03 0.03
H -1.6820 -3.6135 3.9492 -0.05 0.01 -0.04
H 1.2522 2.4488 -0.6320 0.09 -0.08 -0.03
H -1.9038 -0.2263 -5.0716 -0.02 0.01 -0.01
H 0.8504 0.3593 -1.7600 0.01 0.10 -0.11
H 3.1611 -3.2629 -1.7517 0.02 0.10 -0.08
H 1.8099 0.0917 6.1177 -0.02 0.02 -0.04
H -4.3651 1.0397 -0.9368 0.03 0.12 0.07
H 3.5237 0.9759 4.5861 -0.07 0.00 -0.03
H 2.0659 -4.1390 -0.6910 -0.01 0.02 0.02
H -0.4769 1.6488 -5.9904 0.00 0.01 0.04
H -1.5505 3.4036 1.1325 0.09 -0.06 0.04
H 3.1786 -0.2221 -4.0649 0.07 0.00 -0.01
H 4.1223 2.0518 2.4807 -0.08 -0.02 -0.03
H -0.3866 -1.9389 2.7053 -0.06 0.02 0.03
H 1.2006 -1.2219 1.3392 0.01 0.06 0.00
H 0.3756 -2.6521 0.6452 0.05 -0.07 -0.08
H 3.4781 2.9109 0.2576 -0.09 -0.08 0.07
H 4.7592 -1.5946 -2.4730 -0.04 -0.02 -0.01
H 4.4613 -1.1223 -0.7874 -0.05 -0.05 0.07
H -3.6421 5.0214 1.0775 -0.01 -0.09 -0.06
H 4.7316 0.1121 -2.0155 0.00 0.03 0.00
H -0.0870 3.1146 -1.9786 0.00 -0.03 -0.01
H 2.5324 1.0914 -3.0741 0.00 0.02 -0.01
H -0.5840 0.0709 5.4123 0.08 0.02 -0.06
H 0.3647 3.3838 -4.3926 -0.06 -0.08 0.01
H -3.9904 -4.1977 3.1706 0.03 0.03 -0.02
```
Forces are in eV/Å.

## Properties
**LUMO**: -5.84 eV
**Kohn-Sham gap**: 7.556 eV
**Energy relative to the best compared isomer or geometry (same formula, charge and spin)**: 111.3 kJ/mol
**Max |F|**: 0.01922 hartree/bohr
**2S+1**: 1
**Charge**: +2

ORCA calculation (wB97M-V/def2-TZVPD) on a structure of composition C30H30BrN3O3PPb.

```
69
Properties=species:S:1:pos:R:3:forces:R:3
Pb -1.6794 0.4342 0.6204 0.01 0.01 0.01
Br 0.6993 3.1491 2.1662 -0.02 -0.02 0.04
P 0.5939 -1.0356 1.9320 -0.05 -0.01 -0.05
O -4.2488 3.5365 -1.7001 -0.01 0.01 0.01
O -2.4487 -2.0912 0.3184 0.10 0.02 -0.01
O -3.1876 1.6905 -0.9780 0.04 -0.01 0.03
N -1.7070 -3.4154 -1.3295 0.02 0.05 -0.05
N -0.5123 -0.2064 -1.1904 -0.16 0.04 0.03
N -1.5052 3.2411 0.5274 -0.04 0.02 0.05
C -0.7880 4.1318 -2.7780 0.02 -0.01 -0.01
C -0.8343 2.7459 -2.8039 0.01 0.00 0.00
C 1.0739 2.6536 -1.3461 0.04 0.00 -0.05
C 0.1969 4.7824 -2.0439 0.03 0.00 -0.03
C 1.1282 4.0415 -1.3307 0.02 -0.01 -0.06
C -0.7218 4.0144 1.2471 0.00 0.03 0.01
C 1.2826 0.5566 -4.3025 -0.02 -0.02 -0.01
C 0.0924 1.9998 -2.0817 -0.05 -0.02 0.02
C 2.1597 0.0935 4.0140 0.02 -0.01 0.02
C 2.2021 -0.4312 0.8895 0.00 -0.02 0.00
C -1.8995 5.9753 0.6717 -0.01 -0.01 -0.01
C 0.6696 -2.6247 0.9495 0.03 0.01 -0.04
C 1.9509 -0.0861 -5.3387 -0.01 0.02 0.00
C 0.0371 0.4944 -2.0778 0.09 -0.05 -0.04
C 0.7677 -0.1677 -3.2302 0.00 0.05 0.00
C -0.8544 5.3853 1.3668 -0.01 -0.01 0.02
C 2.1681 -2.2886 3.9509 0.00 0.01 0.00
C 3.0293 -2.3194 5.0396 0.00 0.00 0.00
C -0.5702 -3.5220 0.8231 -0.05 -0.05 0.05
C -3.4120 2.9277 -1.0278 0.03 -0.03 -0.08
C 1.6281 -2.1903 -4.2374 0.00 -0.01 0.00
C 3.0026 0.0720 5.1171 0.00 0.01 -0.01
C -2.7288 5.1846 -0.1012 0.00 0.02 0.04
C -0.8289 -1.7553 3.2035 0.01 0.04 0.03
C 0.9577 -1.5483 -3.2115 0.03 0.00 0.02
C 2.1248 -1.4600 -5.3119 0.00 -0.01 0.00
C -2.5024 3.8146 -0.1535 -0.04 0.00 0.03
C 1.7249 -1.0838 3.4087 -0.02 0.00 0.01
C 3.4496 -1.1368 5.6319 0.00 -0.01 0.00
C -1.6398 -2.9306 -0.0652 -0.05 0.00 0.07
H 0.5748 -2.0889 -2.3563 -0.03 -0.01 0.02
H -2.2238 -2.8487 -1.9840 0.01 0.00 -0.03
H 1.8254 1.0459 3.6221 0.01 0.00 -0.01
H 2.3403 0.4938 -6.1668 0.00 0.00 0.00
H -1.0217 -3.7105 1.7953 0.03 0.02 -0.01
H 1.9256 -0.2918 -0.1600 0.00 -0.02 0.00
H 1.7854 2.0707 -0.7721 0.01 -0.01 0.00
H 2.5459 0.5304 1.2841 -0.01 0.01 0.01
H 1.0050 -2.3280 -0.0454 0.01 -0.02 -0.02
H 2.6509 -1.9601 -6.1158 0.00 0.00 0.00
H 1.7764 -3.2635 -4.2000 0.00 0.01 0.00
H -1.5431 4.7004 -3.3066 0.01 0.00 0.00
H -1.6206 2.2391 -3.3499 0.00 0.00 0.00
H -0.2632 -4.4867 0.4072 -0.02 0.00 -0.01
H -0.9422 -3.9572 -1.6900 0.03 0.01 -0.01
H -1.8129 -1.8306 2.7299 0.00 0.00 0.00
H -2.0531 7.0459 0.7316 0.00 0.00 0.00
H 1.8889 4.5433 -0.7442 0.00 0.00 0.01
H -0.6220 -2.7080 3.7106 0.02 -0.01 0.00
H -3.5503 5.5786 -0.6810 0.00 0.00 0.00
H 1.1600 1.6314 -4.3308 0.01 0.01 0.00
H 3.3126 1.0047 5.5743 0.00 0.00 0.00
H 0.2269 5.8651 -2.0150 0.00 0.00 0.00
H -0.8890 -0.9851 3.9820 -0.02 -0.01 0.00
H 4.1132 -1.1572 6.4879 0.00 0.00 0.00
H 3.3643 -3.2721 5.4339 0.00 0.00 0.00
H 3.0485 -1.1304 0.9410 0.01 0.00 0.00
H 1.4787 -3.2269 1.3770 0.01 0.01 -0.01
H 1.8246 -3.2251 3.5260 0.01 0.00 0.01
H -0.1674 5.9532 1.9761 0.00 0.00 0.00
```
Forces are in eV/Å.

## Properties
**LUMO**: 2.51 eV
**Kohn-Sham gap**: 5.637 eV
**Energy relative to the best compared isomer or geometry (same formula, charge and spin)**: 93.6 kJ/mol
**Max |F|**: 0.00322 hartree/bohr
**2S+1**: 1
**Charge**: -1

ORCA calculation (wB97M-V/def2-TZVPD) on a structure of composition C30H30BrN9O4PdS at a distorted geometry.

```
76
Properties=species:S:1:pos:R:3:forces:R:3
Pd -1.3505 -2.2512 0.1207 0.14 -0.14 -0.06
Br 4.5388 4.1639 0.0187 0.00 -0.01 0.00
S -1.8798 -0.8828 -3.0474 0.04 -0.01 -0.02
O -1.2806 -2.5683 2.0823 -0.10 -0.01 -0.01
O -2.2971 -1.3948 -4.3200 0.04 -0.03 -0.01
O -2.0864 0.3500 0.7043 0.17 0.28 0.01
O -2.4941 0.3236 -2.5482 -0.04 -0.03 -0.02
N -1.5295 2.5190 0.2119 0.07 -0.12 -0.08
N 3.9421 0.1911 -3.2688 -0.06 -0.04 0.05
N -1.9658 -2.0739 -1.9096 -0.20 0.04 0.03
N -3.2138 -2.8718 -0.2762 -0.01 0.03 0.03
N 3.5607 -1.1499 4.4113 0.11 -0.86 -0.72
N 0.6230 -1.8104 0.4407 -0.13 0.03 -0.09
N -3.7088 1.7374 -0.0646 -0.04 -0.02 -0.05
N -4.3190 -2.4980 -2.3359 0.03 -0.04 0.07
N 4.4870 -0.4088 4.0448 -0.01 0.92 0.70
C -5.4186 -2.9607 -1.7497 0.04 0.04 -0.08
C 0.3638 0.5445 -2.4985 0.02 0.04 0.05
C -2.4198 1.4588 0.2912 -0.24 -0.12 0.05
C -4.2931 3.0613 -0.0626 0.01 -0.04 0.01
C 5.6632 2.1054 1.6383 0.05 -0.03 0.01
C 2.9008 -1.3925 -0.0513 0.00 -0.01 -0.09
C -5.4806 -3.4007 -0.4312 -0.04 -0.02 0.03
C 3.2296 1.3593 2.7708 0.00 0.08 0.21
C 2.0377 -1.1588 -3.9085 0.04 0.01 0.00
C -3.2280 -2.4910 -1.5769 0.04 0.07 0.11
C 2.5739 -0.0346 -3.2656 0.00 0.03 -0.02
C 0.6835 -1.4275 -3.8410 -0.04 -0.02 -0.04
C 4.4959 2.7648 1.2978 -0.01 0.00 -0.01
C -4.6356 0.6411 -0.2626 0.03 0.07 -0.03
C 1.5709 -1.6173 -0.4420 0.08 -0.06 0.13
C 0.9179 -1.7848 1.7753 -0.14 -0.04 0.09
C 1.3463 -1.8981 4.4715 -0.05 0.07 0.16
C -4.3157 -3.3171 0.3064 0.05 0.04 -0.10
C -0.1507 -0.5819 -3.1197 0.01 -0.01 0.00
C 4.3885 0.6537 3.0968 -0.03 -0.28 -0.39
C 1.7171 0.8205 -2.5656 0.02 0.01 -0.03
C -1.5106 3.4051 -0.9446 -0.04 -0.01 0.03
C 2.1995 -1.4720 2.2586 0.15 -0.10 -0.17
C 0.0870 -2.2508 3.9926 0.02 0.03 -0.04
C -0.2438 2.3324 0.8510 -0.01 0.01 0.00
C 5.6030 1.0688 2.5558 0.04 -0.09 -0.05
C 2.3866 -1.4567 3.6725 -0.13 0.35 0.26
C 3.2106 -1.3212 1.2748 0.06 -0.01 0.09
C -0.1633 -2.1982 2.6285 0.15 0.03 -0.05
C 3.2896 2.4200 1.8835 -0.03 -0.01 0.04
H 1.2899 -1.6809 -1.4782 -0.02 -0.01 -0.07
H -5.2342 3.0325 0.4912 -0.02 -0.01 0.02
H 4.2412 -1.1825 1.5691 -0.06 -0.01 0.00
H 4.2417 1.1287 -3.0590 0.00 0.02 0.00
H 2.2802 1.1037 3.2219 0.01 -0.05 -0.02
H -0.3129 1.1895 -1.9552 0.01 -0.01 0.00
H -4.0852 -0.2919 -0.2446 0.01 0.00 0.01
H -0.3621 1.7428 1.7561 -0.01 -0.01 0.02
H 6.5027 0.5498 2.8624 -0.01 0.01 -0.01
H -4.2427 -3.5841 1.3519 0.00 0.00 0.03
H 4.4665 -0.2424 -4.0095 0.01 0.00 -0.03
H 3.6610 -1.2823 -0.8142 -0.02 0.00 0.03
H 2.3966 2.9752 1.6435 -0.07 0.03 -0.03
H -5.3912 0.6237 0.5297 0.00 0.00 0.00
H 1.5523 -1.9482 5.5349 -0.04 -0.02 -0.03
H 0.4792 1.8193 0.2038 0.00 -0.02 -0.02
H -2.2936 3.1332 -1.6485 0.03 -0.02 0.01
H 6.6081 2.4041 1.2047 -0.02 -0.01 0.00
H 0.1548 3.3154 1.1051 0.05 0.03 0.03
H -3.6339 3.7687 0.4324 0.00 0.00 0.00
H -0.6941 -2.5924 4.6587 0.04 0.01 0.00
H -0.5530 3.3167 -1.4656 0.02 -0.02 0.00
H -5.1325 0.7419 -1.2307 0.01 0.00 0.02
H 2.1219 1.6940 -2.0636 0.00 -0.03 -0.02
H 0.2638 -2.2888 -4.3475 0.02 0.04 0.02
H -6.3990 -3.7696 -0.0001 0.02 0.01 -0.01
H -4.5092 3.4215 -1.0728 0.00 0.00 -0.01
H -1.6320 4.4522 -0.6555 -0.02 0.00 0.01
H 2.6944 -1.8218 -4.4612 -0.02 0.02 0.02
H -6.3109 -2.9747 -2.3690 0.05 0.01 0.02
```
Forces are in eV/Å.

## Properties
**LUMO (alpha / beta)**: -0.56 / -0.56 eV
**Kohn-Sham gap (alpha / beta)**: 6.861 / 6.862 eV
**Energy relative to the best compared isomer or geometry (same formula, charge and spin)**: 27.8 kJ/mol
**Max |F|**: 0.02252 hartree/bohr
**2S+1**: 1
**Charge**: 0

ORCA calculation (wB97M-V/def2-TZVPD) on a structure of composition C30H30BrN9O4PdS at a distorted geometry.

```
76
Properties=species:S:1:pos:R:3:forces:R:3
Pd -0.1374 -0.7387 1.1498 -0.35 -0.64 0.22
Br -1.5446 7.8004 -6.9525 0.02 0.02 -0.05
S 2.5945 -0.6269 -0.1381 0.02 -0.36 -0.09
O 0.3991 0.9293 2.1587 0.08 -0.06 -0.52
O 3.0422 -1.4222 -1.2449 0.09 -0.15 0.09
O -0.9081 -2.2008 -0.1037 0.00 0.19 0.19
O 1.7509 0.4959 -0.4462 0.02 0.39 0.21
N -1.9083 0.2745 1.0098 0.05 0.37 -0.17
N 6.9023 0.3358 3.7498 -0.03 0.08 -0.11
N -2.3303 -3.6466 1.0161 0.09 -0.17 0.14
N 3.1945 -3.3285 0.8457 0.05 -0.04 -0.01
N 1.7147 -1.5092 0.9701 0.16 -0.30 -0.48
N 0.9856 -3.5895 1.6762 -0.11 -0.06 -0.03
N -1.7734 5.7552 -1.2573 1.49 -1.03 1.20
N -2.1944 4.5759 -1.0706 -0.17 0.46 -2.34
N -2.3435 -3.4440 -1.2898 0.08 0.16 -0.12
C -1.7914 5.2961 -3.6671 0.03 -0.04 0.01
C -1.4628 1.5510 0.8351 -0.02 0.10 0.34
C -1.5948 3.7694 -0.1543 0.03 0.10 1.87
C -1.6987 6.1739 -2.5828 -1.38 0.40 -0.43
C 5.1670 -0.8325 0.7200 0.02 0.08 -0.12
C -3.7902 -3.5448 -1.4531 0.04 -0.14 0.00
C -1.5144 7.5376 -2.8253 0.02 -0.05 0.09
C -1.4656 8.0213 -4.1192 0.03 0.07 0.01
C -1.6267 -2.9832 -2.4773 -0.04 -0.05 0.07
C 3.9785 -0.1232 0.8131 -0.08 -0.15 0.38
C -2.1995 2.4962 0.1168 0.26 0.43 -0.45
C 4.7257 0.8907 2.8568 -0.01 0.02 0.00
C -2.8453 -5.0125 0.9506 -0.11 0.15 0.00
C -0.3819 4.0639 0.4692 -0.39 -0.04 -0.13
C 0.2846 3.1479 1.2733 0.36 0.07 0.21
C 1.2010 -4.8943 1.7651 -0.07 0.08 0.07
C 3.7578 0.7408 1.8859 0.03 -0.02 -0.15
C 5.9241 0.1701 2.7793 0.04 0.08 0.04
C -3.4596 2.1087 -0.3679 -0.17 -0.10 -0.09
C 6.1403 -0.6725 1.6890 0.08 -0.01 -0.01
C -3.0996 -0.0589 0.5665 0.04 -0.25 0.13
C -1.5888 7.1377 -5.1820 -0.02 -0.03 0.09
C 1.9772 -2.8555 1.1455 0.02 0.50 0.17
C -1.7390 5.7777 -4.9657 0.02 -0.03 0.07
C 3.3753 -4.6349 0.9569 0.05 0.17 -0.05
C -1.8193 -3.0462 -0.0847 0.07 -0.15 -0.18
C -2.0757 -3.1704 2.3680 -0.12 -0.14 -0.03
C -0.1913 1.8579 1.4550 -0.34 0.06 0.00
C -3.9198 0.8415 -0.1211 -0.04 0.12 0.04
C 2.3795 -5.5017 1.3745 -0.01 -0.05 0.02
H 4.5493 1.5457 3.7034 0.02 0.01 -0.06
H -1.3403 9.0796 -4.3058 0.01 -0.03 0.00
H -3.0278 -3.0099 2.8792 0.00 0.00 0.02
H -4.0920 -4.5394 -1.7885 -0.01 0.01 0.00
H -3.4257 -1.0741 0.7628 0.04 -0.02 -0.08
H -4.1194 -2.8182 -2.1989 0.01 0.02 0.01
H -4.8930 0.5196 -0.4644 0.00 0.00 0.01
H 7.6148 -0.3712 3.8027 -0.03 -0.04 0.02
H -1.8137 5.0998 -5.8053 0.01 0.01 0.01
H -4.3007 -3.3233 -0.5179 0.01 -0.03 0.01
H -0.5579 -3.1033 -2.3326 0.03 -0.02 -0.02
H -2.3563 -5.6043 1.7254 0.01 0.01 0.01
H -3.9238 -5.0518 1.1225 0.01 0.00 0.00
H -1.8244 -1.9287 -2.6862 -0.02 0.02 0.00
H 0.3895 -5.4850 2.1852 0.00 0.01 -0.01
H 5.3124 -1.5116 -0.1092 -0.05 -0.05 0.07
H -4.0490 2.8184 -0.9341 0.04 0.00 0.01
H -1.4172 8.2057 -1.9786 -0.04 0.00 -0.03
H -1.5059 -2.2530 2.3598 0.04 0.17 -0.01
H 2.5207 -6.5707 1.4261 0.04 0.01 0.04
H -1.4930 -3.9052 2.9233 0.03 0.00 -0.01
H 1.2289 3.4136 1.7323 0.00 -0.02 -0.05
H -1.8916 4.2364 -3.4758 -0.01 0.03 -0.03
H 2.8107 1.2628 1.9577 0.00 -0.08 0.07
H 6.5960 0.6801 4.6430 0.00 -0.02 0.02
H -2.6209 -5.4555 -0.0145 -0.01 0.01 -0.03
H 4.3703 -4.9962 0.7146 -0.02 -0.02 -0.03
H 0.0460 5.0404 0.2820 0.06 -0.05 -0.03
H 7.0702 -1.2273 1.6242 -0.02 0.03 -0.04
H -1.9466 -3.5862 -3.3258 -0.01 -0.01 0.00
```
Forces are in eV/Å.

## Properties
**LUMO**: -0.81 eV
**Kohn-Sham gap**: 6.255 eV
**Energy relative to the best compared isomer or geometry (same formula, charge and spin)**: 110.8 kJ/mol
**Max |F|**: 0.04641 hartree/bohr
**2S+1**: 1
**Charge**: 0